# 1
The molecule C2H3N3S2. Source: the OMol25 dataset; level of theory: the ωB97M-V functional and the def2-TZVPD basis.

HOMO level: -8.9 eV
LUMO: 0.0075 Ha
M: 133.20 g mol⁻¹
SMILES: N#C/C(=N/S)NS
Net charge: 0
F_max: 2.41 eV/Å
Energy above the lowest of the compared OMol25 structures with the same formula, charge and spin: 139.7 kJ/mol

Positions of all 10 atoms, in Å:
C 0.19 -0.77 0.17
C 0.58 -2.08 0.71
H -1.45 2.12 1.16
H 0.49 -0.07 2.03
H -0.41 0.10 -3.04
N -0.05 0.20 1.16
N 0.06 -0.75 -1.11
N 0.76 -3.17 1.06
S -0.09 1.93 1.04
S -0.45 0.64 -1.86

# 2
A structure of composition C35H29N9OReS2. Source: the OMol25 dataset; level of theory: the ωB97M-V functional and the def2-TZVPD basis.

HOMO level (spin up / spin down): -12.3 / -12.3 eV
LUMO (spin up / spin down): -0.2435 / -0.2440 Ha
M: 842.02 g mol⁻¹
Multiplicity: 2
Net charge: +2
F_max: 0.88 eV/Å
Energy above the lowest of the compared OMol25 structures with the same formula, charge and spin: 104.2 kJ/mol

Positions of all 77 atoms, in Å:
Re -0.66 0.39 -0.14
C 0.64 -3.77 5.45
C 0.35 -3.17 4.10
C -0.56 -3.76 3.22
C -0.81 -3.19 2.00
C -0.18 -2.01 1.58
N -0.54 -1.47 0.32
C -0.69 -2.43 -0.72
C 0.16 -3.54 -0.75
C 0.14 -4.46 -1.79
C -0.74 -4.30 -2.86
C -0.77 -5.28 -4.00
C -1.57 -3.19 -2.85
C -1.57 -2.29 -1.79
N -2.57 -1.28 -1.82
C -3.83 -1.39 -2.28
C -4.48 -0.20 -2.05
C -3.53 0.59 -1.41
N -2.38 -0.06 -1.27
C 0.70 -1.40 2.46
C 0.95 -1.99 3.71
N 1.34 -0.15 2.20
C 2.33 0.42 2.93
C 2.56 1.68 2.44
C 1.67 1.83 1.39
N 0.95 0.71 1.22
H 0.83 -4.84 5.36
H 1.50 -3.31 5.92
H -0.22 -3.65 6.11
H -1.07 -4.67 3.50
H -1.53 -3.65 1.33
H 0.88 -3.66 0.04
H 0.81 -5.30 -1.76
H -0.20 -6.17 -3.76
H -1.79 -5.57 -4.24
H -0.33 -4.84 -4.90
H -2.24 -3.02 -3.69
H -4.18 -2.31 -2.72
H -5.49 0.04 -2.29
H -3.63 1.60 -1.03
H 1.61 -1.51 4.41
H 2.80 -0.10 3.74
H 3.28 2.40 2.80
H 1.52 2.66 0.72
N -2.64 3.11 2.42
C -2.79 2.07 3.33
C -3.35 2.05 4.60
C -3.37 0.83 5.23
C -2.87 -0.33 4.62
C -2.33 -0.30 3.35
C -2.28 0.93 2.70
N -1.80 1.31 1.43
C -2.06 2.61 1.32
C -1.72 3.27 0.08
C -2.01 4.50 -0.42
S -1.44 4.60 -2.03
C -0.87 3.01 -1.94
N -1.06 2.43 -0.78
H -2.90 4.07 2.56
H -3.74 2.94 5.07
H -3.80 0.76 6.22
H -2.93 -1.27 5.14
H -1.97 -1.20 2.88
H -2.53 5.32 0.04
H -0.37 2.52 -2.76
O 0.51 0.28 -1.72
N 1.85 0.10 -1.78
C 2.27 -1.18 -1.94
C 3.59 -1.47 -2.06
C 4.53 -0.43 -2.03
C 4.08 0.86 -1.91
C 2.70 1.18 -1.81
S 2.16 2.77 -1.81
H 1.48 -1.91 -1.98
H 3.89 -2.50 -2.19
H 5.58 -0.63 -2.13
H 4.76 1.70 -1.93

# 3
The molecule C6H5P. Source: the OMol25 dataset; level of theory: the ωB97M-V functional and the def2-TZVPD basis.

HOMO level: -8.6 eV
LUMO: -0.0177 Ha
M: 108.08 g mol⁻¹
SMILES: c1cpc2c(c1)C2
Net charge: 0
F_max: 4.18 eV/Å
Energy above the lowest of the compared OMol25 structures with the same formula, charge and spin: 78.7 kJ/mol

Positions of all 12 atoms, in Å:
C -0.30 1.64 0.07
C 0.88 0.85 0.12
C -1.62 1.13 0.01
C 0.70 -0.53 0.10
C -0.30 -1.41 0.10
C 1.13 -1.99 -0.04
P -2.23 -0.52 -0.03
H -0.47 2.74 0.10
H 1.85 1.26 -0.01
H -2.50 1.83 -0.03
H 1.35 -2.32 -1.14
H 1.53 -2.68 0.75

# 4
A structure of composition C36H72N9O9PS. Source: the OMol25 dataset; level of theory: the ωB97M-V functional and the def2-TZVPD basis.

HOMO level: -7.2 eV
LUMO: 0.0036 Ha
M: 838.07 g mol⁻¹
Net charge: 0
F_max: 1.91 eV/Å

Positions of all 128 atoms, in Å:
C 7.48 3.72 1.54
C 6.79 2.47 2.24
C 5.32 2.44 1.80
C 4.18 2.67 2.74
P 4.71 2.93 4.49
C 3.34 3.19 5.72
C 5.39 1.24 4.99
C 6.86 1.32 5.53
C 2.91 2.66 2.19
C 1.67 2.94 3.05
C 1.55 4.49 3.25
C 1.41 5.23 1.87
C 2.78 5.82 1.39
O 3.02 5.52 0.00
C 2.69 2.41 0.79
N 1.51 2.37 0.13
S 1.85 2.03 -1.41
N 3.49 1.93 -1.42
C 3.79 2.16 -0.14
C 5.11 2.20 0.46
O 6.20 1.97 -0.39
H 7.92 4.41 2.27
H 6.72 4.27 0.94
H 8.24 3.35 0.83
H 7.32 1.57 1.89
H 6.92 2.63 3.32
H 2.60 2.36 5.79
H 2.83 4.16 5.64
H 3.83 3.21 6.71
H 5.27 0.52 4.16
H 4.77 0.85 5.82
H 7.01 0.65 6.40
H 7.11 2.37 5.77
H 7.53 1.04 4.69
H 0.79 2.65 2.43
H 1.60 2.36 3.97
H 0.75 4.76 3.96
H 2.53 4.84 3.65
H 0.76 6.11 2.06
H 0.95 4.59 1.10
H 2.88 6.90 1.61
H 3.60 5.32 1.94
H 3.87 5.06 -0.04
H 6.44 2.84 -0.73
C -0.96 2.62 -6.46
O -1.20 2.67 -7.66
N -0.28 1.63 -5.85
C -0.04 1.63 -4.41
C 0.21 0.53 -6.65
H -1.29 3.41 -5.77
H 1.04 1.62 -4.24
H -0.48 0.74 -3.98
H -0.46 2.52 -3.94
H 0.90 0.91 -7.41
H -0.62 0.03 -7.15
H 0.74 -0.19 -6.01
C -0.07 0.71 5.35
O 0.78 1.44 5.82
N -1.37 0.70 5.71
C -2.33 -0.19 5.09
C -1.81 1.62 6.74
H 0.17 -0.02 4.56
H -3.12 0.40 4.62
H -2.77 -0.83 5.86
H -1.85 -0.81 4.34
H -1.61 2.65 6.43
H -1.26 1.43 7.66
H -2.88 1.50 6.92
C -0.63 -1.73 -2.81
O 0.04 -0.72 -2.68
N -1.71 -2.04 -2.08
C -2.46 -3.27 -2.29
C -2.13 -1.12 -1.03
H -0.39 -2.49 -3.58
H -3.49 -3.01 -2.55
H -2.45 -3.86 -1.38
H -2.03 -3.85 -3.10
H -2.35 -0.17 -1.47
H -1.32 -1.00 -0.31
H -3.01 -1.51 -0.53
C 6.48 -2.15 3.58
O 5.55 -1.41 3.86
N 6.99 -2.30 2.34
C 8.10 -3.19 2.06
C 6.40 -1.55 1.24
H 7.00 -2.76 4.34
H 8.93 -2.61 1.65
H 7.79 -3.95 1.34
H 8.44 -3.68 2.98
H 6.47 -0.48 1.45
H 5.34 -1.81 1.16
H 6.91 -1.77 0.31
C -5.21 1.04 -1.79
O -4.22 0.41 -1.45
N -5.68 1.08 -3.05
C -6.86 1.84 -3.41
C -4.97 0.35 -4.09
H -5.81 1.62 -1.08
H -7.61 1.16 -3.83
H -6.60 2.59 -4.15
H -7.28 2.33 -2.54
H -4.95 -0.71 -3.82
H -3.94 0.71 -4.15
H -5.46 0.47 -5.05
C -3.93 -7.01 -1.89
O -3.09 -6.29 -1.38
N -5.25 -6.99 -1.61
C -6.19 -7.89 -2.26
C -5.74 -6.05 -0.62
H -3.66 -7.76 -2.65
H -6.94 -7.30 -2.79
H -6.68 -8.51 -1.50
H -5.67 -8.54 -2.97
H -5.51 -5.03 -0.94
H -5.25 -6.23 0.33
H -6.82 -6.15 -0.51
C -7.34 -4.40 -3.71
O -8.00 -5.33 -3.28
N -7.70 -3.59 -4.72
C -6.85 -2.50 -5.17
C -8.97 -3.82 -5.38
H -6.36 -4.14 -3.27
H -7.40 -1.56 -5.07
H -6.59 -2.66 -6.22
H -5.94 -2.46 -4.58
H -9.78 -3.74 -4.66
H -8.99 -4.83 -5.80
H -9.12 -3.09 -6.18

# 5
The ion C16H26N5O8 with charge -3. Source: the OMol25 dataset; level of theory: the ωB97M-V functional and the def2-TZVPD basis.

HOMO level: -0.2 eV
LUMO: 0.2395 Ha
M: 416.41 g mol⁻¹
SMILES: CNC(=O)CN(CCN(CCN(CC(=O)[O-])CC(=O)NC)CC(=O)[O-])CC(=O)[O-]
Net charge: -3
F_max: 0.81 eV/Å
Energy above the lowest of the compared OMol25 structures with the same formula, charge and spin: 0.0 kJ/mol

Positions of all 55 atoms, in Å:
C -7.09 -1.35 0.62
N -5.79 -0.80 0.37
C -5.63 0.20 -0.50
O -6.56 0.80 -1.04
C -4.18 0.63 -0.72
N -3.22 -0.35 -0.26
C -3.06 -1.51 -1.13
H -2.04 -1.60 -1.51
H -3.72 -1.42 -2.00
C -3.43 -2.87 -0.44
O -3.03 -3.89 -1.00
O -4.13 -2.81 0.61
C -1.98 0.21 0.25
C -1.18 1.09 -0.74
N 0.05 1.69 -0.24
C 1.09 0.73 0.11
H 0.96 0.36 1.14
H 1.02 -0.13 -0.57
C 2.48 1.35 -0.06
N 3.60 0.41 0.04
C 4.86 1.07 -0.33
H 4.75 2.16 -0.35
H 5.63 0.83 0.42
C 5.45 0.60 -1.71
O 5.25 -0.60 -2.02
O 6.12 1.43 -2.33
C 3.68 -0.24 1.32
C 4.68 -1.38 1.39
O 5.10 -1.79 2.48
N 4.98 -1.94 0.22
C 5.94 -3.01 0.13
H 6.26 -3.29 1.14
H 6.81 -2.69 -0.45
H 5.49 -3.88 -0.36
H 4.83 -1.40 -0.68
H 3.91 0.46 2.15
H 2.70 -0.69 1.55
H 2.52 1.80 -1.05
H 2.60 2.16 0.68
C -0.17 2.67 0.81
H -0.47 2.20 1.76
H 0.79 3.18 0.99
C -1.18 3.87 0.55
O -1.38 4.55 1.58
O -1.64 4.05 -0.58
H -0.91 0.49 -1.62
H -1.79 1.93 -1.07
H -1.37 -0.62 0.59
H -2.24 0.82 1.12
H -4.07 0.89 -1.79
H -4.03 1.55 -0.15
H -4.97 -1.44 0.58
H -7.32 -1.31 1.69
H -7.12 -2.40 0.31
H -7.84 -0.78 0.07

# 6
The molecule C3H6N4. Source: the OMol25 dataset; level of theory: the ωB97M-V functional and the def2-TZVPD basis.

HOMO level: -7.1 eV
LUMO: 0.0261 Ha
M: 98.11 g mol⁻¹
Net charge: 0
F_max: 4.17 eV/Å
Energy above the lowest of the compared OMol25 structures with the same formula, charge and spin: 442.7 kJ/mol

Positions of all 13 atoms, in Å:
C 1.14 1.34 -0.21
C -0.17 -1.81 0.08
C -1.27 0.71 0.05
N 2.01 -0.60 0.10
N 2.21 0.67 -0.05
N 0.07 0.48 -0.14
N 0.55 -0.74 -0.01
H 1.05 2.38 -0.14
H -1.18 -1.72 -0.15
H 0.46 -2.77 0.12
H -1.47 1.75 0.26
H -1.81 0.36 -0.81
H -1.59 -0.04 0.88

# 7
A cluster of 12 separate species, C34H48F8O28 in total. Source: the OMol25 dataset; level of theory: the ωB97M-V functional and the def2-TZVPD basis.

HOMO level: -9.0 eV
LUMO: 0.0032 Ha
M: 1056.71 g mol⁻¹
SMILES: O=C1OC[C@@H](F)O1.O=C1OC[C@@H](F)O1.O=C1OC[C@@H](F)O1.O=C1OC[C@@H](F)O1.O=C1OC[C@@H](F)O1.O=C1OC[C@@H](F)O1.O=C1OC[C@@H](F)O1.O=C1OC[C@@H](F)O1.C1CCOC1.C1CCOC1.CO.CO
Net charge: 0
F_max: 1.24 eV/Å

Positions of all 118 atoms, in Å:
C 3.27 3.62 2.65
C 2.79 2.52 1.72
O 1.70 2.01 2.47
C 1.88 2.30 3.79
O 1.15 1.94 4.65
O 2.97 3.09 3.94
F 3.67 1.51 1.55
H 2.66 4.51 2.46
H 4.31 3.91 2.54
H 2.41 2.86 0.76
C -0.58 0.68 0.66
C -0.97 -0.66 1.26
O 0.16 -1.47 1.11
C 1.06 -0.84 0.32
O 2.05 -1.33 -0.12
O 0.62 0.37 -0.06
F -2.02 -1.23 0.54
H -0.43 1.43 1.43
H -1.32 1.07 -0.03
H -1.32 -0.60 2.28
C -5.53 1.60 1.36
C -4.26 1.07 0.71
O -3.36 2.12 0.95
C -4.05 3.28 1.10
O -3.56 4.36 1.10
O -5.36 3.03 1.26
F -4.41 0.90 -0.63
H -5.57 1.34 2.41
H -6.41 1.27 0.82
H -3.86 0.16 1.15
C -3.60 2.94 -5.00
C -4.34 3.65 -3.88
O -3.43 3.58 -2.82
C -2.53 2.59 -3.06
O -1.75 2.19 -2.27
O -2.67 2.11 -4.30
F -5.48 2.97 -3.53
H -3.04 3.65 -5.62
H -4.24 2.34 -5.64
H -4.62 4.68 -4.10
C -2.80 -2.79 -2.40
C -2.76 -1.44 -3.09
O -1.79 -1.63 -4.07
C -0.99 -2.69 -3.70
O 0.03 -2.94 -4.23
O -1.50 -3.30 -2.61
F -2.30 -0.44 -2.25
H -3.55 -3.41 -2.90
H -3.03 -2.73 -1.34
H -3.70 -1.09 -3.50
C -1.67 3.58 4.43
C -2.76 3.30 5.45
O -2.95 1.91 5.33
C -2.57 1.54 4.08
O -2.78 0.46 3.60
O -1.84 2.50 3.49
F -3.94 3.92 5.10
H -0.70 3.44 4.90
H -1.79 4.53 3.93
H -2.54 3.53 6.48
C -0.18 5.27 -0.09
C -0.45 5.26 1.41
O 0.47 6.17 1.94
C 1.04 6.90 0.93
O 1.77 7.81 1.11
O 0.66 6.43 -0.27
F -0.20 4.04 1.97
H -1.08 5.37 -0.69
H 0.39 4.40 -0.40
H -1.48 5.53 1.65
C 1.72 -0.41 -3.18
C 0.74 0.71 -3.47
O 0.70 0.73 -4.87
C 1.76 0.06 -5.39
O 2.04 0.00 -6.53
O 2.46 -0.54 -4.40
F 1.23 1.92 -3.05
H 1.20 -1.36 -3.03
H 2.36 -0.25 -2.33
H -0.23 0.53 -3.05
C -1.57 -5.71 0.67
C -0.09 -5.38 0.82
C -0.06 -4.66 2.16
O -1.32 -4.02 2.30
C -2.18 -4.42 1.24
H -1.90 -6.54 1.29
H -1.87 -5.86 -0.37
H 0.24 -4.75 -0.01
H 0.52 -6.28 0.77
H 0.78 -3.97 2.21
H 0.04 -5.38 2.98
H -2.20 -3.63 0.47
H -3.19 -4.54 1.62
C 3.01 -4.81 -1.08
C 2.27 -3.95 -2.07
C 3.45 -3.43 -2.88
O 4.26 -4.59 -3.08
C 4.16 -5.39 -1.91
H 2.39 -5.60 -0.63
H 3.41 -4.23 -0.25
H 1.62 -3.19 -1.65
H 1.65 -4.53 -2.76
H 4.01 -2.62 -2.38
H 3.20 -3.04 -3.87
H 5.09 -5.42 -1.33
H 3.97 -6.42 -2.22
C 5.77 -0.87 0.10
O 6.36 -1.52 1.25
H 6.53 -0.74 -0.68
H 4.93 -1.47 -0.25
H 5.44 0.12 0.41
H 6.97 -0.90 1.66
C 3.56 -2.04 3.18
O 4.78 -2.74 3.24
H 3.03 -2.09 4.13
H 3.74 -0.95 3.10
H 2.88 -2.34 2.37
H 5.37 -2.37 2.56

# 8
A structure of composition C30H38CrN5O7. Source: the OMol25 dataset; level of theory: the ωB97M-V functional and the def2-TZVPD basis.

HOMO level (spin up / spin down): -9.1 / -9.5 eV
LUMO (spin up / spin down): -0.0955 / -0.0995 Ha
M: 632.66 g mol⁻¹
Multiplicity: 5
Net charge: +1
F_max: 2.25 eV/Å

Positions of all 81 atoms, in Å:
Cr 0.48 -0.14 0.97
C 3.97 -1.81 1.03
O 2.59 -1.82 0.73
C 2.12 -2.74 -0.16
C 2.92 -3.66 -0.82
C 2.37 -4.60 -1.68
C 1.01 -4.63 -1.88
C 0.19 -3.72 -1.24
C 0.73 -2.75 -0.38
N -0.09 -1.84 0.27
N -1.34 -2.16 0.27
C -2.30 -1.47 0.88
C -2.06 -0.54 1.94
O -0.86 -0.31 2.36
C -3.17 0.07 2.57
C -4.45 -0.18 2.18
C -4.74 -1.14 1.18
C -6.06 -1.47 0.82
C -6.31 -2.43 -0.12
C -5.25 -3.09 -0.75
C -3.95 -2.78 -0.43
C -3.66 -1.81 0.54
H 4.58 -1.72 0.13
H 4.27 -2.71 1.58
H 4.13 -0.93 1.66
H 3.99 -3.68 -0.64
H 3.02 -5.29 -2.19
H 0.57 -5.38 -2.53
H -0.87 -3.74 -1.40
H -2.98 0.77 3.38
H -5.28 0.33 2.66
H -6.86 -0.95 1.32
H -7.33 -2.69 -0.36
H -5.47 -3.84 -1.50
H -3.13 -3.29 -0.90
C 3.52 3.46 -1.52
N 2.96 2.13 -1.44
C 3.30 1.21 -2.51
C 2.18 1.70 -0.44
O 1.75 0.54 -0.43
C 1.82 2.69 0.67
O 0.65 2.22 1.33
C 0.64 2.29 2.74
C 1.33 1.04 3.29
O 1.97 0.33 2.49
N 1.28 0.76 4.59
C 0.59 1.54 5.59
C 1.86 -0.47 5.07
H 4.38 3.44 -2.19
H 2.79 4.17 -1.93
H 3.85 3.81 -0.55
H 4.34 0.89 -2.42
H 2.65 0.34 -2.45
H 3.17 1.70 -3.48
H 2.66 2.76 1.37
H 1.61 3.68 0.24
H 1.12 3.21 3.10
H -0.42 2.29 3.02
H 0.39 2.55 5.24
H -0.35 1.06 5.87
H 1.22 1.60 6.48
H 2.31 -1.00 4.24
H 2.62 -0.25 5.82
H 1.09 -1.10 5.52
O -1.10 0.93 -0.58
C -1.09 0.62 -1.75
O -0.41 -0.42 -2.19
C -1.86 1.38 -2.84
N -1.44 0.84 -4.13
C -0.32 1.68 -4.55
C -0.64 3.10 -4.07
C -1.53 2.89 -2.83
H -2.92 1.20 -2.66
H -2.19 0.90 -4.81
H -0.58 -0.49 -3.16
H -0.18 1.62 -5.63
H 0.59 1.31 -4.06
H -1.20 3.64 -4.84
H 0.26 3.67 -3.85
H -2.44 3.48 -2.91
H -1.03 3.17 -1.90